47
Properties=species:S:1:pos:R:3 method="wB97M-V/def2-TZVPD" homo_energy_ev="-11.576 / -11.576" charge=+1 relative_energy_kj_mol=73.5 mol_weight_g_mol=694.29 homo_lumo_gap_ev="6.2 / 6.2" fmax_ha_per_bohr=0.0306 lumo_energy_ev="-5.37 / -5.38"
Au 1.51078 -0.93344 -0.17596
N 3.70721 -1.35019 -0.80730
C 4.57574 -0.23919 -0.32749
C 4.97367 -0.40366 1.13776
C 3.82864 -0.72609 2.09754
C 2.83292 0.42272 2.29840
N 1.45707 -0.00795 1.94640
H 4.12202 -2.23697 -0.53939
H 3.66671 -1.32936 -1.81980
H 4.02663 0.68499 -0.49296
H 5.49296 -0.18740 -0.91721
H 5.47037 0.51924 1.44495
H 5.71351 -1.20531 1.22217
H 4.26513 -1.02154 3.05173
H 3.27036 -1.58777 1.72311
H 3.08368 1.26423 1.64896
H 2.87253 0.78425 3.32697
H 0.84803 0.79335 1.82062
H 1.07050 -0.60568 2.66701
Cl 0.64481 4.44555 -1.86948
C 1.70064 3.77235 -0.60399
Cl 1.33252 4.51490 0.95293
Cl 3.38446 4.03531 -1.01531
C 1.34526 2.25744 -0.59263
O 0.27847 1.94441 0.04880
O 2.02718 1.48224 -1.25074
C -6.47867 -1.44982 -0.28973
C -5.03845 -1.07222 -0.47246
C -4.60179 0.23201 -0.25265
C -3.28987 0.61285 -0.46862
C -2.90279 2.05510 -0.26339
C -2.37359 -0.36976 -0.90834
Te -0.47769 0.23292 -1.52868
C -2.77833 -1.71051 -1.09260
C -1.85167 -2.81755 -1.53616
C -4.10793 -2.02489 -0.86665
H -7.06980 -0.61401 0.07913
H -6.58198 -2.28424 0.40544
H -6.90302 -1.77461 -1.24183
H -5.31389 0.97901 0.08035
H -3.57799 2.53811 0.44129
H -2.97111 2.60311 -1.20857
H -1.88998 2.16400 0.11051
H -0.81191 -2.50098 -1.56047
H -2.12008 -3.16429 -2.53533
H -1.93053 -3.66893 -0.86011
H -4.43075 -3.05173 -1.00622